No. 1
64
Properties=species:S:1:pos:R:3:lowdin_charge:R:1 method="wB97M-V/def2-TZVPD" total_charge=+3 fmax_ha_per_bohr=0.0389 orbital_gap_ha="0.1769 / 0.1696" lumo_ev="-11.8731 / -11.8587" de_lowest_kcal_mol=13.55
W 0.673 -0.298 0.590 1.12
O 4.524 -1.696 5.742 0.09
C 3.873 -1.279 4.863 -0.87
S 2.083 -0.983 4.976 1.07
C 1.905 -0.390 3.389 -1.09
C 3.045 -0.351 2.560 -1.09
S 2.975 0.200 0.917 0.67
S 4.530 -0.865 3.218 1.08
S 0.333 0.145 2.871 0.73
C 1.222 5.024 -2.503 -0.21
Ge 1.616 4.866 -0.604 0.79
C 3.514 4.613 -0.269 -0.20
C 0.754 6.204 0.507 -0.20
C 0.804 3.115 0.090 -0.52
Se 1.072 1.635 -1.150 0.93
C -0.524 1.888 -2.240 -0.27
H 1.772 5.881 -2.893 0.04
H 0.164 5.205 -2.693 0.03
H 1.556 4.159 -3.080 0.02
H 4.083 5.442 -0.687 0.04
H 3.884 3.699 -0.738 0.02
H 3.721 4.573 0.800 0.03
H 1.184 7.182 0.293 0.04
H 0.907 5.999 1.566 0.03
H -0.315 6.257 0.305 0.03
H -0.264 3.169 0.304 0.04
H 1.356 2.860 0.997 0.00
H -0.379 2.843 -2.741 0.04
H -1.414 1.927 -1.615 0.05
H -0.570 1.088 -2.974 0.06
C -1.851 -4.118 -0.578 0.00
N -0.851 -3.467 0.278 -0.12
C -1.324 -3.138 1.627 0.00
C 0.418 -3.302 -0.104 -0.38
N 1.135 -2.206 0.387 -0.07
N 1.028 -4.126 -0.932 -0.09
C 0.642 -5.541 -1.075 0.02
C 2.220 -3.733 -1.690 0.01
H -2.776 -3.549 -0.485 0.11
H -2.043 -5.144 -0.268 0.11
H -1.530 -4.089 -1.614 0.11
H -1.858 -4.004 2.019 0.12
H -2.016 -2.292 1.611 0.09
H -0.486 -2.922 2.283 0.09
H 2.128 -2.410 0.434 0.08
H 0.090 -5.866 -0.198 0.10
H 1.562 -6.119 -1.140 0.12
H 0.058 -5.706 -1.979 0.11
H 2.236 -2.658 -1.854 0.09
H 2.179 -4.226 -2.659 0.12
H 3.128 -4.056 -1.177 0.12
O -1.464 0.132 0.422 -0.09
B -1.025 -0.609 -0.685 -0.71
O -2.015 -0.973 -1.517 0.21
C -3.188 -0.465 -0.919 -0.16
C -4.481 -0.570 -1.373 0.06
C -5.453 0.028 -0.570 -0.01
C -5.135 0.688 0.615 -0.01
C -3.822 0.793 1.070 0.05
C -2.886 0.197 0.262 -0.15
H -4.726 -1.077 -2.295 0.14
H -6.486 -0.021 -0.882 0.13
H -5.928 1.133 1.198 0.13
H -3.570 1.306 1.987 0.14

---

No. 2
93
Properties=species:S:1:pos:R:3:lowdin_charge:R:1 method="wB97M-V/def2-TZVPD" total_charge=-2 fmax_ha_per_bohr=0.0278 orbital_gap_ha=0.1341 lumo_ev=3.2493 de_lowest_kcal_mol=13.72
Y 1.425 0.905 -0.488 1.01
C -0.067 -0.726 -4.875 -0.02
C 0.153 -0.677 -3.387 -0.27
N 0.324 0.440 -2.786 -0.01
N 0.176 1.564 -3.603 -0.08
C 1.121 2.436 -3.525 -1.13
S 2.599 2.406 -2.645 0.46
S 0.847 3.865 -4.600 0.84
C 0.594 3.012 -6.177 -0.45
C -0.834 2.774 -6.629 -0.28
C -1.092 2.640 -7.993 -0.07
C -2.374 2.381 -8.464 -0.11
C -3.426 2.256 -7.566 -0.12
C -3.180 2.396 -6.205 -0.09
C -1.897 2.656 -5.738 -0.06
C 0.214 -1.939 -2.610 -0.13
C -0.687 -2.971 -2.875 -0.07
C -0.700 -4.142 -2.133 -0.13
C 0.233 -4.288 -1.102 -0.11
C 1.162 -3.300 -0.840 -0.02
C 1.188 -2.089 -1.579 -0.40
O 2.049 -1.163 -1.334 -0.30
H 0.836 -0.372 -5.377 0.08
H -0.874 -0.052 -5.172 0.07
H -0.278 -1.740 -5.211 0.06
H 1.123 2.063 -6.090 0.07
H 1.108 3.608 -6.932 0.06
H -0.271 2.739 -8.698 0.10
H -2.550 2.281 -9.529 0.09
H -4.428 2.050 -7.925 0.09
H -3.994 2.300 -5.495 0.10
H -1.699 2.752 -4.677 0.09
H -1.424 -2.835 -3.662 0.10
H -1.428 -4.918 -2.338 0.08
H 0.224 -5.186 -0.491 0.09
H 1.878 -3.400 -0.031 0.11
C 3.048 4.272 2.144 -0.39
Se 3.545 3.131 0.663 0.90
C 4.830 2.024 1.631 -0.57
C 5.565 1.157 0.620 -0.55
Se 4.319 -0.112 -0.217 0.97
C 5.239 -0.210 -1.923 -0.39
H 2.643 3.680 2.958 0.01
H 2.260 4.923 1.774 0.03
H 3.913 4.854 2.458 0.01
H 4.268 1.422 2.343 0.05
H 5.521 2.677 2.165 0.06
H 6.374 0.598 1.089 0.05
H 5.977 1.775 -0.177 0.05
H 5.114 0.725 -2.465 0.00
H 4.749 -1.011 -2.472 0.02
H 6.292 -0.444 -1.772 0.01
Br -5.114 -6.178 9.124 0.66
C -4.237 -5.238 7.716 -0.71
C -2.856 -5.143 7.714 -0.14
C -2.218 -4.450 6.695 -0.03
C -2.950 -3.843 5.674 -0.25
C -4.338 -3.965 5.700 -0.04
C -4.989 -4.656 6.713 -0.15
N -2.391 -3.115 4.587 0.02
N -1.150 -2.959 4.714 0.03
C -0.442 -2.285 3.768 -0.23
C 0.920 -2.148 4.101 -0.03
C 1.823 -1.443 3.355 -0.01
C 1.410 -0.777 2.172 -0.36
O 2.158 -0.003 1.542 -0.21
C 0.023 -0.997 1.729 -0.13
N -0.296 -0.450 0.540 0.05
C -1.522 -0.579 0.078 -0.11
C -2.506 -1.270 0.783 -0.04
C -2.201 -1.835 1.995 0.00
C -0.898 -1.711 2.516 -0.06
H -2.281 -5.610 8.501 0.09
H -1.140 -4.369 6.675 0.10
H -4.901 -3.493 4.903 0.11
H -6.067 -4.740 6.721 0.09
H 1.233 -2.622 5.025 0.10
H 2.858 -1.347 3.654 0.11
H -1.724 -0.120 -0.882 0.11
H -3.501 -1.356 0.366 0.10
H -2.942 -2.372 2.564 0.08
N 0.325 2.494 0.240 -0.20
C -0.206 2.964 1.366 -0.49
C 0.228 2.569 2.690 -0.10
C -0.330 3.080 3.854 -0.16
C -1.364 4.019 3.831 -0.19
C -1.828 4.427 2.571 -0.18
C -1.288 3.932 1.400 -0.09
H 1.038 1.851 2.755 0.07
H 0.052 2.736 4.814 0.08
H -1.796 4.405 4.748 0.06
H -2.640 5.150 2.515 0.07
H -1.662 4.264 0.436 0.07

---

No. 3
74
Properties=species:S:1:pos:R:3:lowdin_charge:R:1 method="wB97M-V/def2-TZVPD" total_charge=+1 fmax_ha_per_bohr=0.0053 orbital_gap_ha="0.2571 / 0.2630" spin_multiplicity=4 s2=3.771 lumo_ev="-3.1334 / -3.7095"
Re 0.268 -0.219 -0.217 1.72
C -1.152 2.915 2.605 -0.01
C -0.430 1.841 2.071 -0.10
N -0.403 1.574 0.781 -0.03
C -1.122 2.367 -0.080 -0.16
C -1.897 3.442 0.378 -0.14
C -1.890 3.702 1.766 0.03
C -2.638 4.195 -0.562 -0.01
C -2.590 3.858 -1.883 -0.04
C -1.803 2.777 -2.339 0.02
C -1.055 2.040 -1.458 -0.20
N -0.193 0.969 -1.772 -0.09
C 0.883 1.189 -2.650 -0.22
C 0.823 1.664 -3.936 0.01
C 2.006 1.867 -4.682 -0.05
C 3.238 1.595 -4.161 -0.02
C 3.341 1.094 -2.842 -0.15
C 4.561 0.779 -2.205 0.03
C 4.562 0.296 -0.925 -0.02
C 3.341 0.099 -0.267 -0.07
N 2.188 0.394 -0.832 -0.03
C 2.162 0.893 -2.109 -0.15
H -1.137 3.086 3.671 0.12
H 0.115 1.161 2.711 0.09
H -2.480 4.523 2.154 0.13
H -3.245 5.021 -0.218 0.12
H -3.168 4.418 -2.605 0.12
H -1.817 2.524 -3.388 0.11
H -0.128 1.870 -4.402 0.11
H 1.920 2.241 -5.693 0.12
H 4.138 1.751 -4.741 0.12
H 5.491 0.922 -2.741 0.13
H 5.483 0.045 -0.419 0.12
H 3.293 -0.328 0.726 0.11
O -3.177 0.528 1.202 -0.26
Cl -2.571 -0.750 1.306 0.73
O -3.490 -1.817 1.211 -0.25
O -1.651 -0.915 0.085 -0.48
O -1.735 -0.848 2.464 -0.30
C -1.214 -1.861 -3.472 -0.15
Si 0.355 -2.526 -2.724 0.33
C 0.198 -4.343 -2.351 -0.16
C 1.811 -2.213 -3.843 -0.14
O 0.651 -1.767 -1.267 -0.47
H -1.473 -2.409 -4.381 0.04
H -1.109 -0.806 -3.734 0.02
H -2.048 -1.954 -2.773 0.04
H 0.087 -4.916 -3.274 0.04
H -0.676 -4.545 -1.728 0.03
H 1.083 -4.718 -1.833 0.04
H 1.731 -2.809 -4.756 0.04
H 2.750 -2.483 -3.352 0.04
H 1.868 -1.164 -4.140 0.01
C 2.151 -0.198 3.779 -0.03
N 1.608 -1.537 3.634 -0.06
C 1.575 -2.318 4.869 -0.14
C 1.363 -3.784 4.570 -0.14
C 0.178 -3.923 3.641 -0.13
N 0.377 -3.111 2.442 -0.05
C -0.328 -3.578 1.256 -0.01
C 0.973 -1.918 2.503 -0.42
O 1.003 -1.111 1.515 -0.18
H 3.140 -0.260 4.233 0.10
H 1.516 0.409 4.432 0.10
H 2.238 0.286 2.813 0.07
H 0.780 -1.934 5.517 0.14
H 2.523 -2.161 5.382 0.13
H 1.183 -4.327 5.496 0.13
H 2.253 -4.205 4.099 0.13
H -0.752 -3.624 4.134 0.14
H 0.061 -4.955 3.316 0.13
H -0.097 -4.635 1.121 0.10
H -0.002 -3.044 0.374 0.05
H -1.406 -3.465 1.381 0.09

---

No. 4
48
Properties=species:S:1:pos:R:3:lowdin_charge:R:1 method="wB97M-V/def2-TZVPD" total_charge=-1 fmax_ha_per_bohr=0.0576 orbital_gap_ha="0.4241 / 0.3518" spin_multiplicity=5 s2=6.005 lumo_ev="2.3610 / 2.3592" de_lowest_kcal_mol=0.00
Fe 0.429 0.555 0.364 1.00
P -1.835 0.640 -2.247 0.20
F -1.574 -0.851 -1.613 -0.17
F -2.801 0.037 -3.379 -0.14
F -3.055 0.858 -1.220 -0.14
F -2.044 2.140 -2.749 -0.12
F -0.762 1.214 -1.087 -0.22
F -0.541 0.387 -3.198 -0.15
P 1.523 -1.614 2.301 0.20
F 0.218 -1.359 1.290 -0.19
F 0.819 -0.639 3.359 -0.12
F 0.834 -2.905 2.900 -0.11
F 2.828 -1.754 3.220 -0.12
F 2.220 -2.506 1.148 -0.13
F 2.120 -0.246 1.559 -0.18
P 1.549 3.604 0.814 0.17
F 0.081 4.270 0.562 -0.16
F 2.309 4.866 0.120 -0.17
F 1.565 4.351 2.241 -0.15
F 2.947 2.905 1.141 -0.13
F 0.797 2.281 1.436 -0.20
F 1.458 2.916 -0.652 -0.16
C 4.155 -2.632 -4.135 -0.02
C 3.413 -2.835 -2.813 -0.30
C 4.332 -2.499 -1.620 -0.06
O 3.650 -1.431 -0.950 0.08
C 2.496 -1.167 -1.565 -0.52
O 1.738 -0.341 -1.161 0.13
O 2.365 -1.896 -2.679 0.13
H 4.651 -1.666 -4.030 0.09
H 3.522 -2.691 -5.015 0.09
H 4.898 -3.431 -4.174 0.09
H 3.075 -3.873 -2.775 0.15
H 5.276 -2.080 -1.981 0.12
H 4.611 -3.214 -0.849 0.14
C -5.575 1.986 2.346 -0.01
C -4.599 0.868 2.664 -0.30
C -4.547 -0.247 1.610 -0.09
O -3.153 -0.473 1.442 0.07
C -2.466 0.613 1.911 -0.50
O -1.321 0.796 1.666 0.12
O -3.257 1.325 2.701 0.13
H -5.722 2.086 1.271 0.09
H -5.295 2.920 2.824 0.09
H -6.563 1.683 2.707 0.08
H -4.803 0.305 3.577 0.15
H -5.075 -0.066 0.672 0.13
H -4.891 -1.189 2.043 0.13

---

No. 5
79
Properties=species:S:1:pos:R:3:lowdin_charge:R:1 method="wB97M-V/def2-TZVPD" total_charge=+2 fmax_ha_per_bohr=0.0614 orbital_gap_ha="0.2422 / 0.2327" spin_multiplicity=2 s2=0.755 lumo_ev="-6.9040 / -7.1702" de_lowest_kcal_mol=0.00
Ru 0.085 -0.414 0.186 1.43
N 0.420 -0.527 2.689 0.02
C 1.818 -0.909 2.899 -0.21
C 2.686 -0.106 1.937 -0.21
N 2.278 -0.415 0.567 -0.05
H 0.247 0.400 3.070 0.09
H -0.200 -1.187 3.145 0.10
H 1.921 -1.973 2.672 0.12
H 2.149 -0.740 3.932 0.13
H 3.745 -0.340 2.101 0.14
H 2.523 0.961 2.115 0.08
H 2.437 -1.438 0.388 0.05
H 2.836 0.114 -0.101 0.10
C 2.135 -0.646 -3.252 -0.05
C 0.659 -0.678 -3.290 -0.60
N -0.121 -0.645 -2.254 0.05
C -1.448 -0.704 -2.593 -0.34
C -1.669 -0.768 -3.942 -0.30
S -0.191 -0.766 -4.800 1.15
C -2.453 -0.706 -1.547 -0.33
C -3.805 -0.847 -1.709 -0.29
S -4.606 -0.817 -0.198 1.17
C -3.085 -0.607 0.587 -0.60
N -2.074 -0.559 -0.237 -0.04
C -2.970 -0.512 2.059 -0.06
H 2.480 -0.887 -2.251 0.07
H 2.505 0.335 -3.546 0.09
H 2.545 -1.371 -3.953 0.10
H -2.603 -0.818 -4.463 0.09
H -4.354 -0.964 -2.619 0.09
H -3.949 -0.375 2.510 0.09
H -2.321 0.320 2.336 0.08
H -2.540 -1.438 2.442 0.09
C -0.941 5.986 -0.438 -0.03
O 0.041 5.112 0.082 -0.09
C -0.067 4.612 1.317 -0.20
C -1.102 4.923 2.199 0.01
C -1.103 4.455 3.497 -0.05
C -0.051 3.660 3.959 -0.07
C 0.978 3.330 3.110 -0.03
C 0.998 3.763 1.773 -0.18
N 2.075 3.416 1.005 0.12
C 2.231 3.525 -0.360 0.06
C 1.265 3.175 -1.298 -0.15
C 1.343 3.677 -2.620 0.00
C 0.270 3.596 -3.478 -0.05
C -0.920 2.989 -3.066 -0.02
C -0.984 2.360 -1.837 -0.01
C 0.117 2.342 -0.969 -0.32
O 0.131 1.567 0.080 -0.23
H -0.603 6.232 -1.444 0.10
H -1.025 6.901 0.154 0.11
H -1.916 5.493 -0.494 0.11
H -1.900 5.570 1.873 0.12
H -1.902 4.731 4.166 0.12
H -0.039 3.317 4.982 0.11
H 1.808 2.742 3.472 0.11
H 2.920 3.217 1.532 0.16
H 3.168 3.953 -0.690 0.15
H 2.239 4.198 -2.920 0.13
H 0.332 4.032 -4.462 0.12
H -1.782 2.997 -3.715 0.12
H -1.872 1.831 -1.527 0.11
O 2.085 -3.066 0.064 0.01
C 0.889 -3.359 0.116 -0.56
O -0.043 -2.483 0.207 -0.17
C 0.453 -4.793 0.099 -0.13
C -0.892 -5.123 -0.066 0.00
C -1.276 -6.450 -0.091 0.02
C -0.305 -7.433 0.057 -0.12
C 1.037 -7.122 0.231 0.03
C 1.414 -5.791 0.249 0.01
N -0.712 -8.839 0.025 -0.36
O -1.886 -9.056 -0.138 0.10
O 0.160 -9.657 0.163 0.11
H -1.618 -4.332 -0.181 0.11
H -2.308 -6.740 -0.220 0.12
H 1.758 -7.917 0.348 0.13
H 2.449 -5.512 0.376 0.12